1 | The following is a quantum chemistry calculation of the molecule C5H5Cl, from the OMol25 dataset.

Properties
- Kohn-Sham gap (eV) = 9.64
- structure (SMILES) = CC#C/C=C/Cl
- E_LUMO (hartree) = 0.0283

The geometry in ORCA input format:
```
! wB97M-V def2-TZVPD RIJCOSX def2/J DEFGRID3
* xyz 0 1
C 0.967 -0.795 2.203
C 0.569 -0.545 0.823
C 0.204 -0.407 -0.322
C -0.587 0.017 -1.531
C -1.115 1.237 -1.728
H 1.875 -1.366 2.032
H 0.112 -1.398 2.555
H 1.155 0.192 2.637
H -0.721 -0.772 -2.241
H -0.832 2.101 -1.127
Cl -1.628 1.735 -3.301
*
```

Atomic partial charges in e from the natural (NBO) method, atoms 1 to 8: atom 1 (C): -0.70, atom 2 (C): 0.06, atom 3 (C): -0.09, atom 4 (C): -0.24, atom 5 (C): -0.21, atom 6 (H): 0.25, atom 7 (H): 0.25, atom 8 (H): 0.24

=====

2 | The following is a quantum chemistry calculation of the molecule C5H5Cl, from the OMol25 dataset.

Properties
- Kohn-Sham gap (eV) = 9.04
- structure (SMILES) = C=C(Cl)C#CC
- E_LUMO (hartree) = 0.0080

The geometry in ORCA input format:
```
! wB97M-V def2-TZVPD RIJCOSX def2/J DEFGRID3
* xyz 0 1
C -2.157 0.300 1.406
C -1.087 0.053 0.343
C 0.008 -0.129 -0.225
C 1.168 -0.060 -1.021
C 2.388 -0.786 -1.070
H -1.572 0.740 2.395
H -2.582 1.216 0.924
H -3.053 -0.574 1.442
H 3.219 -0.629 -1.832
H 2.464 -1.560 -0.445
Cl 1.204 1.429 -1.917
*
```

Atomic partial charges in e from the natural (NBO) method, atoms 1 to 8: atom 1 (C): -0.71, atom 2 (C): 0.09, atom 3 (C): -0.12, atom 4 (C): -0.09, atom 5 (C): -0.35, atom 6 (H): 0.26, atom 7 (H): 0.24, atom 8 (H): 0.26

=====

Preferred: 1; penalty for the next structure: 27.9 kcal/mol.

=====

1 | The following is a quantum chemistry calculation of a cluster of 2 separate species, C4H13NOS in total, from the OMol25 dataset.

Properties
- Kohn-Sham gap (eV) = 9.52
- structure (SMILES) = C[C@H](N)CCS.O
- E_LUMO (hartree) = 0.0250

The geometry in ORCA input format:
```
! wB97M-V def2-TZVPD RIJCOSX def2/J DEFGRID3
* xyz 0 1
C -1.716 1.887 0.499
C -0.572 1.009 0.004
C -0.665 0.861 -1.525
C 0.593 0.235 -2.136
S 0.630 -1.581 -1.848
N 0.723 1.590 0.375
H -1.975 1.657 1.541
H -1.449 2.945 0.552
H -2.631 1.739 -0.063
H -0.724 0.034 0.469
H -0.716 1.866 -1.907
H -1.486 0.178 -1.723
H 1.478 0.705 -1.735
H 0.393 0.281 -3.202
H 0.011 -1.618 -0.661
H 1.336 0.949 0.890
H 0.581 2.288 1.112
H 2.552 -5.443 3.505
H 1.338 -4.847 2.958
O 2.297 -4.737 2.894
*
```

Atomic partial charges in e from the natural (NBO) method, atoms 1 to 8: atom 1 (C): -0.62, atom 2 (C): -0.05, atom 3 (C): -0.41, atom 4 (C): -0.50, atom 5 (S): -0.07, atom 6 (N): -0.85, atom 7 (H): 0.21, atom 8 (H): 0.21

=====

2 | The following is a quantum chemistry calculation of a cluster of 3 separate species, C4H13NOS in total, from the OMol25 dataset.

Properties
- Kohn-Sham gap (eV) = 5.70
- E_LUMO (hartree) = -0.0833

The geometry in ORCA input format:
```
! wB97M-V def2-TZVPD RIJCOSX def2/J DEFGRID3
* xyz 0 1
C -0.799 -1.072 1.632
C 0.137 -0.785 0.494
C 0.620 0.694 0.513
C 1.593 1.037 -0.643
S 2.988 -0.272 -0.570
N -0.367 -1.265 -0.783
H -0.923 -2.096 1.883
H -1.839 -0.729 1.323
H -0.579 -0.531 2.679
H 1.108 -1.273 0.729
H -0.259 1.334 0.652
H 1.192 0.684 1.466
H 1.195 1.005 -1.574
H 1.961 2.080 -0.487
H 1.613 -2.151 0.854
H 0.474 -1.357 -1.336
H -0.891 -0.433 -1.280
H -3.042 1.432 -2.316
H -1.746 2.166 -1.736
O -2.436 1.534 -1.501
*
```

Atomic partial charges in e from the natural (NBO) method, atoms 1 to 8: atom 1 (C): -0.64, atom 2 (C): 0.06, atom 3 (C): -0.45, atom 4 (C): -0.51, atom 5 (S): -0.30, atom 6 (N): -0.85, atom 7 (H): 0.22, atom 8 (H): 0.23

=====

3 | The following is a quantum chemistry calculation of a cluster of 2 separate species, C4H13NOS in total, from the OMol25 dataset.

Properties
- Kohn-Sham gap (eV) = 9.09
- structure (SMILES) = CSCCCN.O
- E_LUMO (hartree) = 0.0296

The geometry in ORCA input format:
```
! wB97M-V def2-TZVPD RIJCOSX def2/J DEFGRID3
* xyz 0 1
C 0.339 -1.675 -1.255
C -0.087 -0.200 -1.380
C 0.754 0.943 -0.581
S -0.317 2.475 -0.801
C -0.885 2.543 0.930
N 1.021 -1.958 0.078
H -0.585 -2.220 -1.019
H 0.915 -2.029 -2.123
H 0.090 0.122 -2.414
H -1.062 -0.141 -0.900
H 0.556 0.631 0.445
H 1.813 1.162 -0.666
H -0.023 2.713 1.575
H -1.480 1.701 1.270
H -1.514 3.440 0.970
H 0.925 -2.937 0.306
H 1.985 -1.666 -0.016
H -0.244 -1.183 1.390
H -1.046 -0.813 2.577
O -1.156 -0.907 1.616
*
```

Atomic partial charges in e from the natural (NBO) method, atoms 1 to 8: atom 1 (C): -0.23, atom 2 (C): -0.43, atom 3 (C): -0.52, atom 4 (S): 0.15, atom 5 (C): -0.74, atom 6 (N): -0.87, atom 7 (H): 0.20, atom 8 (H): 0.18

=====

4 | The following is a quantum chemistry calculation of a cluster of 2 separate species, C4H13NOS in total, from the OMol25 dataset.

Properties
- Kohn-Sham gap (eV) = 9.18
- structure (SMILES) = CSCCCN.O
- E_LUMO (hartree) = 0.0288

The geometry in ORCA input format:
```
! wB97M-V def2-TZVPD RIJCOSX def2/J DEFGRID3
* xyz 0 1
C 0.810 1.047 1.908
C 0.573 1.112 0.395
C -0.735 0.783 -0.305
S -0.357 0.509 -2.106
C -0.573 -1.290 -2.138
N -0.194 0.183 2.603
H 1.850 0.786 2.122
H 0.769 2.031 2.397
H 1.207 1.886 -0.054
H 1.203 0.284 0.025
H -1.180 -0.106 0.127
H -1.401 1.643 -0.344
H -1.569 -1.578 -1.803
H 0.186 -1.702 -1.476
H -0.409 -1.668 -3.145
H -0.038 0.354 3.597
H -1.094 0.646 2.497
H 0.596 -1.507 1.763
H 0.056 -2.820 1.149
O 0.801 -2.257 1.170
*
```

Atomic partial charges in e from the natural (NBO) method, atoms 1 to 8: atom 1 (C): -0.22, atom 2 (C): -0.46, atom 3 (C): -0.51, atom 4 (S): 0.16, atom 5 (C): -0.74, atom 6 (N): -0.85, atom 7 (H): 0.20, atom 8 (H): 0.16

=====

Preferred: 1; penalty for the next structure: 4.4 kcal/mol.

=====

1 | The following is a quantum chemistry calculation of a cluster of 2 separate species, C4H13NOS in total, from the OMol25 dataset.

Properties
- Kohn-Sham gap (eV) = 9.92
- structure (SMILES) = NCCCCS.O
- E_LUMO (hartree) = 0.0296

The geometry in ORCA input format:
```
! wB97M-V def2-TZVPD RIJCOSX def2/J DEFGRID3
* xyz 0 1
C 0.031 -1.314 0.708
C -1.096 -0.264 0.663
C -1.436 0.167 -0.773
S -1.917 -1.165 -1.883
C 1.338 -0.854 0.104
N 1.763 0.470 0.608
H -0.340 -2.197 0.185
H 0.188 -1.632 1.742
H -0.767 0.589 1.243
H -2.010 -0.762 1.028
H -0.588 0.674 -1.190
H -2.203 0.935 -0.760
H -2.848 -1.669 -1.061
H 1.314 -0.856 -0.989
H 2.088 -1.583 0.426
H 2.749 0.450 0.819
H 1.314 0.706 1.490
H 0.807 2.272 -0.163
H 0.865 2.917 -1.569
O 0.751 3.116 -0.628
*
```

Atomic partial charges in e from the natural (NBO) method, atoms 1 to 8: atom 1 (C): -0.42, atom 2 (C): -0.40, atom 3 (C): -0.53, atom 4 (S): -0.03, atom 5 (C): -0.22, atom 6 (N): -0.87, atom 7 (H): 0.22, atom 8 (H): 0.20

=====

2 | The following is a quantum chemistry calculation of a cluster of 2 separate species, C4H13NOS in total, from the OMol25 dataset.

Properties
- Kohn-Sham gap (eV) = 9.64
- structure (SMILES) = CNCCCS.O
- E_LUMO (hartree) = 0.0255

The geometry in ORCA input format:
```
! wB97M-V def2-TZVPD RIJCOSX def2/J DEFGRID3
* xyz 0 1
C 0.904 0.059 -1.279
C 1.762 -1.099 -0.827
S 3.214 -0.458 0.180
C 0.120 0.725 -0.103
N -0.450 -0.212 0.814
C -0.782 0.324 2.114
H 1.413 0.819 -1.872
H 0.094 -0.285 -1.950
H 2.330 -1.589 -1.613
H 1.192 -1.838 -0.272
H 2.477 0.195 1.073
H 0.828 1.419 0.341
H -0.590 1.523 -0.453
H -1.196 -0.707 0.355
H -1.858 0.496 2.210
H -0.226 1.233 2.394
H -0.457 -0.269 2.975
H -2.703 -0.406 -2.085
H -2.846 0.352 -0.709
O -3.226 -0.282 -1.294
*
```

Atomic partial charges in e from the natural (NBO) method, atoms 1 to 8: atom 1 (C): -0.42, atom 2 (C): -0.48, atom 3 (S): -0.08, atom 4 (C): -0.22, atom 5 (N): -0.66, atom 6 (C): -0.42, atom 7 (H): 0.22, atom 8 (H): 0.19

=====

Preferred: 1; penalty for the next structure: 18.4 kcal/mol.

=====

1 | The following is a quantum chemistry calculation of a cluster of 2 separate species, C4H13NOS in total, from the OMol25 dataset.

Properties
- Kohn-Sham gap (eV) = 6.90
- structure (SMILES) = [NH3+]CC[S-].CCO
- E_LUMO (hartree) = 0.0056

The geometry in ORCA input format:
```
! wB97M-V def2-TZVPD RIJCOSX def2/J DEFGRID3
* xyz 0 1
C -0.018 1.724 1.430
C 0.453 2.570 0.276
S 0.109 1.871 -1.390
N 0.757 0.456 1.623
H -1.033 1.389 1.251
H 0.062 2.250 2.378
H 1.503 2.681 0.433
H -0.064 3.602 0.337
H 0.742 -0.168 -1.039
H 0.504 0.013 2.463
H 1.795 0.661 1.628
H 0.608 -0.177 0.738
C -0.830 -1.417 -1.071
O 0.490 -0.975 -0.495
C -0.657 -2.857 -1.496
H -1.024 -0.777 -1.967
H -1.581 -1.133 -0.309
H -1.559 -3.301 -1.941
H -0.397 -3.489 -0.628
H 0.142 -2.922 -2.222
*
```

Atomic partial charges in e from the natural (NBO) method, atoms 1 to 8: atom 1 (C): -0.23, atom 2 (C): -0.54, atom 3 (S): -0.60, atom 4 (N): -0.71, atom 5 (H): 0.21, atom 6 (H): 0.19, atom 7 (H): 0.18, atom 8 (H): 0.23

=====

2 | The following is a quantum chemistry calculation of a cluster of 2 separate species, C4H13NOS in total, from the OMol25 dataset.

Properties
- Kohn-Sham gap (eV) = 9.25
- structure (SMILES) = CSCCCN.O
- E_LUMO (hartree) = 0.0331

The geometry in ORCA input format:
```
! wB97M-V def2-TZVPD RIJCOSX def2/J DEFGRID3
* xyz 0 1
C -0.694 -0.571 -1.799
C -0.035 -1.285 -0.616
C -0.895 -1.198 0.659
S 0.043 -1.205 2.190
C 0.568 0.514 2.443
N -0.597 0.880 -1.588
H -0.216 -0.820 -2.747
H -1.729 -0.913 -1.937
H 0.143 -2.330 -0.857
H 0.919 -0.834 -0.505
H -1.425 -0.247 0.646
H -1.587 -2.019 0.646
H -0.299 1.176 2.414
H 1.324 0.937 1.783
H 0.903 0.432 3.473
H -1.454 1.349 -1.860
H -0.516 1.097 -0.603
H 1.576 1.058 -1.018
H 1.937 2.460 -0.417
O 2.034 1.518 -0.309
*
```

Atomic partial charges in e from the natural (NBO) method, atoms 1 to 8: atom 1 (C): -0.22, atom 2 (C): -0.42, atom 3 (C): -0.54, atom 4 (S): 0.19, atom 5 (C): -0.75, atom 6 (N): -0.86, atom 7 (H): 0.19, atom 8 (H): 0.17

=====

Preferred: 2; penalty for the next structure: 28.7 kcal/mol.

=====

1 | The following is a quantum chemistry calculation of a cluster of 2 separate species, C4H16N2O in total, from the OMol25 dataset.

Properties
- Kohn-Sham gap (spin up / spin down) (eV) = 3.12 / 11.96
- E_LUMO (spin up / spin down) (hartree) = -0.1334 / -0.1349

The geometry in ORCA input format:
```
! wB97M-V def2-TZVPD RIJCOSX def2/J DEFGRID3
* xyz 1 2
C 0.616 1.046 -2.102
C -0.339 0.520 -0.982
C -0.271 -0.923 -0.595
C 1.023 -1.242 0.248
N 0.851 -1.199 1.740
N -1.725 0.685 -1.644
H 1.729 1.249 -1.729
H 0.670 0.329 -3.021
H 0.413 2.179 -2.243
H -0.346 1.175 -0.072
H -0.208 -1.472 -1.520
H -1.185 -1.292 -0.107
H 1.671 -2.039 -0.039
H 2.001 -0.565 0.140
H 1.820 -1.492 2.143
H 0.548 -0.263 2.069
H 0.152 -1.976 2.231
H -1.820 1.730 -2.117
H -2.573 0.592 -0.868
H -1.963 -0.092 -2.478
H -0.316 1.761 3.283
H -0.403 0.561 4.349
O -0.346 0.730 3.314
*
```

Atomic partial charges in e from the natural (NBO) method, atoms 1 to 8: atom 1 (C): -0.68, atom 2 (C): -0.12, atom 3 (C): -0.49, atom 4 (C): -0.25, atom 5 (N): -0.72, atom 6 (N): -1.00, atom 7 (H): 0.22, atom 8 (H): 0.25

=====

2 | The following is a quantum chemistry calculation of a cluster of 2 separate species, C4H16N2O in total, from the OMol25 dataset.

Properties
- Kohn-Sham gap (spin up / spin down) (eV) = 3.93 / 13.24
- E_LUMO (spin up / spin down) (hartree) = -0.1065 / -0.1118

The geometry in ORCA input format:
```
! wB97M-V def2-TZVPD RIJCOSX def2/J DEFGRID3
* xyz 1 2
C -1.634 0.945 1.241
C -0.941 0.544 -0.075
C -0.812 -0.954 -0.280
C 0.603 -1.460 0.050
N 1.625 -0.703 -0.872
N -1.778 1.135 -1.190
H -1.224 0.433 2.115
H -2.700 0.754 1.142
H -1.467 1.999 1.479
H 0.016 1.049 -0.140
H -1.603 -1.523 0.216
H -0.893 -1.292 -1.318
H 0.723 -2.466 -0.342
H 0.908 -1.359 1.079
H 2.307 -1.377 -1.228
H 2.274 -0.150 -0.179
H 1.087 -0.356 -1.684
H -2.083 2.071 -0.883
H -1.287 0.999 -2.121
H -2.612 0.516 -1.280
H 3.172 1.203 1.372
H 3.455 -0.314 1.674
O 2.865 0.307 1.223
*
```

Atomic partial charges in e from the natural (NBO) method, atoms 1 to 8: atom 1 (C): -0.64, atom 2 (C): -0.13, atom 3 (C): -0.49, atom 4 (C): -0.21, atom 5 (N): -0.83, atom 6 (N): -0.82, atom 7 (H): 0.24, atom 8 (H): 0.22

=====

Preferred: 2; penalty for the next structure: 48.0 kcal/mol.

=====

1 | The following is a quantum chemistry calculation of the molecule CH4N2S, from the OMol25 dataset.

Properties
- Kohn-Sham gap (eV) = 10.08
- structure (SMILES) = [H]/N=C\NS
- E_LUMO (hartree) = 0.0188

The geometry in ORCA input format:
```
! wB97M-V def2-TZVPD RIJCOSX def2/J DEFGRID3
* xyz 0 1
C -0.912 0.166 -0.080
H 1.959 -0.463 1.149
H 0.386 1.532 -0.719
H -1.371 1.298 0.042
H -0.685 -1.682 0.084
N 0.408 0.570 -0.040
N -1.351 -0.956 -0.202
S 1.566 -0.464 -0.235
*
```

The net atomic charges from natural (NBO), expressed in e, are: atom 1 (C): 0.30, atom 2 (H): 0.10, atom 3 (H): 0.39, atom 4 (H): 0.14, atom 5 (H): 0.37, atom 6 (N): -0.85, atom 7 (N): -0.69, atom 8 (S): 0.23

=====

2 | The following is a quantum chemistry calculation of the molecule CH4N2S, from the OMol25 dataset.

Properties
- Kohn-Sham gap (eV) = 9.64
- structure (SMILES) = [H]/N=C\NS
- E_LUMO (hartree) = 0.0024

The geometry in ORCA input format:
```
! wB97M-V def2-TZVPD RIJCOSX def2/J DEFGRID3
* xyz 0 1
C 0.758 -0.235 0.329
H -1.821 -0.323 -0.423
H 0.292 -0.349 -1.774
H 1.811 -0.692 0.184
H -0.394 0.470 1.412
N 0.264 0.335 -0.746
N 0.372 -0.262 1.562
S -1.281 1.055 -0.543
*
```

The net atomic charges from natural (NBO), expressed in e, are: atom 1 (C): 0.22, atom 2 (H): 0.12, atom 3 (H): 0.42, atom 4 (H): 0.17, atom 5 (H): 0.31, atom 6 (N): -0.77, atom 7 (N): -0.66, atom 8 (S): 0.18

=====

3 | The following is a quantum chemistry calculation of a structure of composition CH4N2S, from the OMol25 dataset.

Properties
- Kohn-Sham gap (eV) = 9.28
- E_LUMO (hartree) = 0.0267

The geometry in ORCA input format:
```
! wB97M-V def2-TZVPD RIJCOSX def2/J DEFGRID3
* xyz 0 1
C 0.399 0.326 0.183
N -1.301 0.588 -0.492
N 0.728 -0.916 0.468
S 1.205 1.641 0.269
H -1.427 -0.258 -0.988
H -1.284 1.326 -1.101
H 0.107 -1.598 0.630
H 1.573 -1.108 1.031
*
```

The net atomic charges from natural (NBO), expressed in e, are: atom 1 (C): 0.19, atom 2 (N): -0.84, atom 3 (N): -0.79, atom 4 (S): -0.03, atom 5 (H): 0.33, atom 6 (H): 0.35, atom 7 (H): 0.39, atom 8 (H): 0.41

=====

Preferred: 3; penalty for the next structure: 17.6 kcal/mol.